Here is a cluster of 2 separate species, C7H14O in total from OMol25. Energies are from wB97M-V/def2-TZVPD.

Structure (XYZ):
```
22
Properties=species:S:1:pos:R:3:lowdin_charge:R:1
C 0.4722 -2.7899 0.5254 -0.14
C 0.3198 -1.6367 -0.4747 -0.29
C -0.6193 -0.5172 0.0791 -0.18
C 0.0332 0.6244 0.9062 -0.39
C 1.3539 0.6266 1.0918 -0.06
C -1.5029 2.2430 -0.0478 -0.14
C -0.8792 1.7992 1.0795 -0.26
H 0.8613 -2.5778 1.5192 0.06
H 1.1584 -3.5468 0.1355 0.05
H -0.5807 -3.1237 0.6068 0.07
H 1.2207 -1.2744 -0.8723 0.06
H -0.1938 -2.1376 -1.3015 0.09
H -1.4298 -0.9339 0.6366 0.09
H -0.8238 -0.1505 -0.9377 0.08
H 2.0754 -0.1404 0.8019 0.01
H 1.8672 1.3798 1.6775 0.01
H -1.4818 1.8402 -1.0442 -0.01
H -2.3200 2.9416 0.2515 0.01
H -0.9499 2.1021 2.1310 0.06
H 1.0577 1.2299 -2.2832 0.01
H 0.0882 2.3412 -1.8844 -0.01
O 0.2735 1.7010 -2.5962 -0.13
```

Values from the calculation:
Frontier orbital gap (spin up / spin down): 3.351 / 7.716 eV
Relative energy (zero: lowest compared OMol25 entry of this formula, charge and spin): 1.2087 eV
LUMO energy (spin up / spin down): 3.95 / 3.87 eV
<S²>: 0.755
Total charge: -1
Spin multiplicity: 2
Highest occupied orbital energy (spin up / spin down): 0.6 / -3.8 eV

***

Here is a cluster of 3 separate species, C7H14O2 in total from OMol25. Energies are from wB97M-V/def2-TZVPD.

Structure (XYZ):
```
23
Properties=species:S:1:pos:R:3:lowdin_charge:R:1
C 2.1883 -1.4237 1.3186 0.11
C 2.2667 -1.0313 0.1883 -0.11
C 2.2843 -0.4856 -1.1679 -0.29
O 1.0357 -0.0258 -1.6250 -0.16
H 2.0571 -1.7280 2.3192 0.02
H 2.6850 -1.2565 -1.8438 0.12
H 2.9730 0.3678 -1.1888 0.12
H 0.2525 -0.7759 -1.6435 0.09
C -2.7214 -1.1018 0.3209 -0.04
C -1.3229 -1.3465 -0.1287 -0.28
O -1.0164 -1.5148 -1.3123 0.01
H -3.2060 -2.0711 0.4497 0.09
H -3.2742 -0.5338 -0.4238 0.09
H -2.7368 -0.5962 1.2804 0.07
H -0.5914 -1.5901 0.6568 0.12
C -0.7092 1.3863 0.2833 -0.18
C 0.4435 2.3735 0.4611 -0.16
H -1.1921 1.2139 1.2436 0.07
H -1.4597 1.7874 -0.3966 0.08
H -0.1738 0.5249 -0.3009 0.05
H 0.0795 3.3565 0.7631 0.06
H 0.9996 2.4602 -0.4715 0.06
H 1.1387 2.0103 1.2179 0.06
```

Values from the calculation:
Frontier orbital gap: 10.365 eV
Relative energy (zero: lowest compared OMol25 entry of this formula, charge and spin): 3.7985 eV
LUMO energy: 0.65 eV
Spin multiplicity: 1
Highest occupied orbital energy: -9.7 eV
SMILES string: C#CCO.CC=O.CC

***

Here is a cluster of 2 separate species, C7H14O3 in total from OMol25. Energies are from wB97M-V/def2-TZVPD.

Structure (XYZ):
```
24
Properties=species:S:1:pos:R:3:lowdin_charge:R:1
C -0.2947 -2.1902 -1.4883 -0.09
C -0.7161 -0.9070 -0.7835 -0.21
C -0.0220 -0.6887 0.5519 -0.28
O 1.3504 -0.2728 0.3363 0.01
C 1.5214 1.0773 0.6151 -0.44
O 2.6187 1.5383 0.8202 0.12
C 0.1800 1.6539 0.9972 -0.05
C -0.6210 0.4266 1.4367 -0.31
C -2.1317 0.5925 1.3820 -0.07
H 0.7974 -2.3078 -1.4867 0.08
H -0.7323 -3.0711 -0.9952 0.08
H -0.6339 -2.1844 -2.5333 0.08
H -0.5389 -0.0362 -1.4328 0.13
H -1.7983 -0.9375 -0.5896 0.11
H 0.0343 -1.6402 1.0979 0.16
H 0.2878 2.4202 1.7728 0.14
H -0.2502 2.1284 0.1015 0.14
H -0.3361 0.1944 2.4741 0.15
H -2.4582 1.0017 0.4157 0.08
H -2.6421 -0.3683 1.5409 0.09
H -2.4625 1.2848 2.1681 0.09
O 3.3010 0.9126 -2.0136 -0.07
H 2.8576 0.0515 -1.7545 0.05
H 2.6898 1.3220 -2.6328 0.03
```

Values from the calculation:
Frontier orbital gap: 10.820 eV
Relative energy (zero: lowest compared OMol25 entry of this formula, charge and spin): 0.3549 eV
LUMO energy: 0.70 eV
Spin multiplicity: 1
Highest occupied orbital energy: -10.1 eV
SMILES string: CC[C@H]1OC(=O)C[C@H]1C.O

***

Here is a structure of composition C7H14OPPbS from OMol25. Energies are from wB97M-V/def2-TZVPD.

Structure (XYZ):
```
25
Properties=species:S:1:pos:R:3:lowdin_charge:R:1
C -1.0317 -0.1617 -0.9243 -0.22
C -0.4251 0.3871 -2.0728 -0.24
C -0.4962 1.8058 -1.9979 -0.23
C -1.1563 2.1691 -0.7870 -0.27
C -1.5101 1.0006 -0.0854 -0.21
Pb -0.0825 -1.3426 2.6065 0.28
P 0.8411 -2.9957 0.7953 0.41
H -1.1709 -1.2133 -0.6683 0.02
H 0.0198 -0.1829 -2.8864 0.05
H -0.1214 2.5030 -2.7448 0.05
H -2.0566 0.9178 0.8577 0.03
H -1.3744 3.1878 -0.4710 0.06
H 1.6900 -2.4028 -0.2007 -0.10
H -0.1065 -3.7295 -0.0115 -0.13
H 1.6812 -4.0419 1.3158 -0.15
C 1.3441 2.6274 1.5160 -0.24
S 1.9513 1.1413 0.7315 0.85
C 3.6531 1.2157 1.2596 -0.27
O 1.3713 0.0088 1.5864 -0.97
H 2.1549 3.3636 1.4870 0.04
H 1.0439 2.4036 2.5462 0.07
H 0.4975 3.0040 0.9322 0.03
H 3.7489 0.8483 2.2873 0.06
H 4.2352 0.5916 0.5712 0.05
H 3.9942 2.2520 1.1721 0.04
```

Values from the calculation:
Frontier orbital gap: 3.827 eV
LUMO energy: 2.61 eV
Total charge: -1
Spin multiplicity: 1
Highest occupied orbital energy: -1.2 eV

***

Here is a cluster of 2 separate species, C7H15BNO2 in total from OMol25. Energies are from wB97M-V/def2-TZVPD.

Structure (XYZ):
```
26
Properties=species:S:1:pos:R:3:lowdin_charge:R:1
B 1.3969 -0.5341 1.0920 -0.30
C -2.3952 1.5420 -0.7824 -0.16
C -0.9551 1.8616 -0.2984 -0.20
C -2.4276 0.1265 -0.3830 -0.14
C 2.9891 -1.7860 1.9706 -0.14
C 3.0562 -0.3969 2.6339 -0.06
C -0.1348 0.6699 -0.6495 -0.05
C -1.1306 -0.6168 -2.5119 0.02
N -1.1327 -0.4460 -1.0243 -0.13
O 1.9438 -1.8014 1.0202 0.07
O 1.8797 0.2314 2.0461 0.08
H -3.2144 2.1318 -0.2184 0.17
H -2.3683 1.6923 -1.9095 0.13
H -0.7119 2.7528 -0.8711 0.12
H -0.8534 2.0562 0.7620 0.12
H -2.4355 -0.0119 0.6681 0.12
H -3.3662 -0.3787 -0.6977 0.15
H 3.8611 -1.8513 1.2969 0.14
H 2.9125 -2.6872 2.6615 0.16
H 2.9921 -0.2274 3.7304 0.15
H 3.8856 0.1354 2.0546 0.16
H 0.5495 0.8939 -1.5539 0.13
H -1.7100 0.2229 -2.9094 0.10
H -0.1425 -0.5937 -2.7377 0.05
H -1.4889 -1.6600 -2.8727 0.15
H -0.9993 -1.3253 -0.5166 0.17
```

Values from the calculation:
Frontier orbital gap: 9.018 eV
Relative energy (zero: lowest compared OMol25 entry of this formula, charge and spin): 0.0000 eV
LUMO energy: -3.94 eV
Total charge: +1
Spin multiplicity: 1
Highest occupied orbital energy: -13.0 eV

***

Here is a structure of composition C7H15BNiOSi from OMol25. Energies are from wB97M-V/def2-TZVPD.

Structure (XYZ):
```
26
Properties=species:S:1:pos:R:3:lowdin_charge:R:1
C 3.4417 -2.8735 1.2504 0.36
C 3.6328 -1.6997 0.8731 0.19
B 3.6649 -0.2504 0.3351 0.01
C 2.4336 0.7526 0.5838 -0.05
C 1.1323 0.2552 -0.1223 -0.29
O 0.0556 0.9857 0.3963 -0.19
Si -1.5223 0.6445 -0.1672 0.47
C -2.4577 2.2681 -0.1171 -0.13
C -2.3694 -0.6293 0.9749 -0.10
C -1.5911 -0.0544 -1.9297 -0.14
H 3.1316 -3.8347 1.6267 0.11
H 4.6317 0.1313 -0.2465 0.13
H 2.6795 1.7453 0.2157 0.13
H 2.2699 0.7401 1.6703 0.14
H 1.2675 0.4225 -1.1968 0.13
H 0.9480 -0.8555 0.0314 0.10
H -1.9229 3.0247 -0.6980 0.05
H -3.4085 2.0916 -0.6313 0.05
H -2.6075 2.6351 0.8980 0.05
H -3.4138 -0.7797 0.6959 0.08
H -2.2940 -0.3231 2.0177 0.07
H -1.8805 -1.6356 0.8216 -0.01
H -2.4253 -0.7593 -2.0475 0.05
H -0.6853 -0.5801 -2.2758 0.04
H -1.7572 0.7769 -2.6204 0.07
Ni -0.9536 -2.1980 -0.3384 0.67
```

Values from the calculation:
Frontier orbital gap (spin up / spin down): 8.044 / 4.043 eV
LUMO energy (spin up / spin down): -8.92 / -12.83 eV
<S²>: 2.012
Total charge: +2
Spin multiplicity: 3
Highest occupied orbital energy (spin up / spin down): -17.0 / -16.9 eV

***

Here is an isolated molecule of C7H15BrO3Si from OMol25. Energies are from wB97M-V/def2-TZVPD.

Structure (XYZ):
```
27
Properties=species:S:1:pos:R:3:lowdin_charge:R:1
C -2.4104 1.2939 -1.0053 -0.23
Si -0.5572 1.4702 -0.4897 0.49
C -0.3520 0.6940 1.3014 -0.20
C -0.2144 3.4019 -0.4021 -0.21
O 0.5805 0.6105 -1.5163 -0.28
C 0.1618 -0.7810 -1.7728 -0.24
C 1.2910 -1.9153 -1.3844 -0.06
C 1.8472 -1.7984 0.1727 -0.26
O 2.6379 -0.7574 0.4439 -0.01
O 1.4611 -2.8780 1.0925 -0.17
C 1.0874 -2.3810 2.4243 -0.54
Br -0.8358 -2.9517 2.7344 0.56
H -2.8819 0.2297 -0.7416 0.05
H -3.0250 2.0704 -0.3571 0.05
H -2.5981 1.5935 -2.1377 0.06
H 0.7924 0.7683 1.5568 0.05
H -0.9417 1.2899 2.1197 0.06
H -0.6946 -0.4322 1.2201 0.01
H -1.0413 4.0038 -1.0151 0.05
H -0.2440 3.6931 0.7323 0.05
H 0.8085 3.6537 -0.9143 0.04
H 0.0185 -0.8625 -2.9553 0.14
H -0.8922 -1.0266 -1.3111 0.11
H 2.2253 -1.8504 -2.1044 0.14
H 0.7978 -2.9813 -1.5357 0.13
H 1.2337 -1.2324 2.5903 0.09
H 1.7457 -2.9246 3.2543 0.11
```

Values from the calculation:
Frontier orbital gap: 10.205 eV
LUMO energy: 0.25 eV
Spin multiplicity: 1
Highest occupied orbital energy: -10.0 eV
SMILES string: C[Si](C)(C)OCCC(=O)OCBr

***

Here is a structure of composition C7H15CaN2 from OMol25. Energies are from wB97M-V/def2-TZVPD.

Structure (XYZ):
```
25
Properties=species:S:1:pos:R:3:lowdin_charge:R:1
C -2.6097 2.7713 -1.5139 -0.25
Ca -0.8476 1.4201 -0.6649 0.06
N 0.3812 3.3261 0.2374 -0.15
H -1.5836 -0.3863 -1.1333 -0.23
H -2.6624 2.1300 -0.5293 -0.05
H -3.4234 2.3952 -2.1427 0.03
H -1.6834 2.7703 -2.1497 -0.04
H -2.7960 3.8065 -1.2117 0.02
H 1.3806 3.3100 0.0069 -0.03
H 0.3235 3.3639 1.2616 -0.03
H 0.0278 4.2272 -0.0989 -0.01
N 0.6577 0.2078 0.9530 -0.05
C 0.8728 -1.2067 0.7062 -0.36
C 1.2512 -1.5963 -0.5732 -0.09
C 1.3571 -2.9641 -0.8529 -0.09
C 1.0947 -3.9132 0.1456 -0.12
C 0.7071 -3.4942 1.4304 -0.10
C 0.5854 -2.1246 1.7154 -0.06
H 1.5207 0.7408 0.8205 0.04
H 0.3981 0.3695 1.9315 0.05
H 1.4306 -0.8440 -1.3478 0.08
H 1.6476 -3.3016 -1.8472 0.10
H 1.1892 -4.9825 -0.0679 0.09
H 0.5037 -4.2372 2.2116 0.09
H 0.2767 -1.7882 2.7136 0.10
```

Values from the calculation:
Frontier orbital gap: 3.363 eV
Relative energy (zero: lowest compared OMol25 entry of this formula, charge and spin): 0.0000 eV
LUMO energy: 3.19 eV
Total charge: -1
Spin multiplicity: 1
Highest occupied orbital energy: -0.2 eV

***

Question: Look up the spin multiplicity of the third one.
Answer: 1